50
Properties=species:S:1:pos:R:3:forces:R:3 method="wB97M-V/def2-TZVPD" gap_ev="8.8 / 5.6" multiplicity=7 s_squared=12.048 lumo_ev="-5.821 / -9.050" charge=+2
Fe 0.114042 -0.369596 0.076824 -2.2090 0.1401 -0.3480
P -0.856670 -2.091747 -1.033661 -1.1972 -2.1718 -1.5878
P 0.582749 -1.155615 2.113792 0.7328 -1.9425 2.4698
N -0.910698 0.720247 -1.313631 -1.8608 0.3389 -1.8031
N -0.045161 1.408468 0.962474 -0.3387 1.5694 2.3529
H -1.598255 2.705237 -1.693410 0.4124 -0.1148 0.1423
H -0.075320 3.463141 0.392626 -0.2185 -0.2783 0.1201
H 0.183069 2.472739 -1.732423 -0.3516 -0.1805 0.0723
C -0.748508 2.188917 -1.217176 0.0005 -0.2674 -0.5080
H -1.683564 2.737798 0.629679 0.5364 -0.2843 0.2416
C -0.658089 2.535036 0.262890 -0.1217 0.5572 0.0205
H -2.453363 0.881618 -2.694360 0.0227 -0.0092 0.2051
H 0.305509 2.526597 2.702197 -0.0316 -0.2819 0.0545
C -1.836845 0.227108 -2.069857 0.8259 0.4810 0.3199
C 0.323005 1.529613 2.250413 -0.3186 0.6882 -1.2631
H -1.831870 -1.585987 -3.203066 -0.2107 0.1855 0.1093
C -2.052247 -1.247680 -2.182161 0.5470 -0.0830 0.3526
H -3.080185 -1.546686 -1.935552 0.2880 0.2290 -0.1275
H -0.270723 -1.894181 2.962740 0.1663 0.0939 -0.2160
H 1.836448 -1.787004 2.377904 -0.2809 0.2975 0.1578
H -1.634816 -3.151220 -0.530394 0.3990 0.1631 0.0933
H -0.071721 -2.801158 -2.010419 -0.3305 0.0847 0.2441
O -1.856953 -1.051284 0.960065 1.4053 0.0715 -1.0218
C -2.888466 -0.116440 1.123209 0.0388 0.6259 -0.1950
C -4.219043 -0.669471 0.633815 -0.1189 0.0473 0.1769
C -2.969285 0.222068 2.600114 -0.4609 0.0181 0.0505
H -2.661206 0.794449 0.509262 -0.2880 -0.3420 0.5423
H -4.272162 -0.708422 -0.457006 -0.0403 -0.1053 0.1243
H -4.374161 -1.669404 1.056756 -0.0280 0.1629 -0.1562
H -5.029654 -0.017189 0.977812 0.0524 -0.1677 -0.1249
H -2.046839 0.656737 2.986442 -0.0220 0.0072 -0.0141
H -3.796017 0.911263 2.794700 0.1356 -0.0368 0.1212
H -3.163414 -0.716570 3.133070 0.0170 0.2260 0.0530
C 0.726386 0.409092 2.956499 0.3528 0.5132 0.4384
H 1.107585 0.514417 3.969707 -0.1738 -0.0726 -0.1252
C 4.621683 -2.361902 -1.772061 0.4269 -0.5391 -0.2236
C 3.762348 -1.247505 -1.346329 -0.3045 0.3452 0.1915
C 3.997414 0.120151 -1.275429 0.0922 0.1146 -0.0063
C 2.850551 0.720492 -0.770160 -0.0338 -1.6430 -0.2119
N 1.903081 -0.259815 -0.554483 2.4750 0.3555 -0.7144
N 2.510893 -1.442076 -0.908642 0.3406 0.5048 -0.0880
C 2.703543 2.161193 -0.489611 -0.1743 0.7715 0.2643
H 4.944930 -2.220920 -2.813558 -0.0538 -0.0430 0.3284
H 5.519209 -2.420557 -1.138820 -0.2494 0.0501 -0.2299
H 4.091429 -3.318209 -1.700871 0.1467 0.1567 -0.0478
H 4.909672 0.631171 -1.552477 -0.1093 -0.1170 0.0486
H 2.045743 -2.337453 -0.811807 0.0253 0.3058 -0.0422
H 3.548847 2.505479 0.131293 -0.2673 -0.1359 -0.3708
H 2.701818 2.748234 -1.423010 0.0841 -0.2201 0.3275
H 1.795279 2.396826 0.066092 0.2700 -0.0688 -0.1972



54
Properties=species:S:1:pos:R:3:forces:R:3 method="wB97M-V/def2-TZVPD" gap_ev="7.4 / 3.9" multiplicity=2 s_squared=0.756 lumo_ev="0.378 / -3.053"
Hg 0.636222 0.427017 -0.340769 -0.7099 0.8923 0.0065
C 3.031722 3.234567 -3.424969 -0.7407 -0.7665 0.5688
C 1.977642 2.712357 -2.438279 2.6802 -2.1131 0.7434
O 2.077162 1.711887 -1.666009 1.1460 0.9325 -1.2552
O 0.901282 3.280707 -2.356779 -2.5302 1.6931 -0.0816
H 3.666112 2.408227 -3.745599 -0.2370 -0.1118 -0.0243
H 3.694462 3.961627 -2.955639 -0.3952 0.2207 -0.0184
H 2.441112 3.622887 -4.254729 0.4839 0.3188 -0.1065
C -0.793368 3.743987 2.442591 -0.8990 0.1789 0.5259
C -0.711988 3.414937 0.988041 -1.5834 2.8966 -3.5593
O -1.225868 4.176177 0.098791 0.3305 -0.4380 2.3595
O -0.090638 2.409947 0.633891 2.1242 -2.7752 0.5918
H -1.232258 2.899287 2.973581 0.2657 -0.2444 0.1283
H -1.502018 4.560867 2.579101 0.3513 0.2276 0.0579
H 0.190012 3.968837 2.855521 -0.0674 0.0239 0.0121
C -1.834068 -0.096763 -3.700709 -0.7423 0.4048 -0.6602
C -1.184188 0.109867 -2.395529 0.4762 -3.2492 -0.6497
O -1.144478 1.109097 -1.780029 -0.8352 6.7769 1.6070
O -0.576818 -0.865193 -1.877879 1.3049 -3.3093 -0.4643
H -2.546408 0.684297 -3.966459 -0.2788 -0.1045 0.4608
H -2.295238 -1.081993 -3.631939 0.1140 0.0353 -0.7676
H -1.077208 0.037247 -4.473569 0.1581 -0.7562 -0.0597
C 2.046052 -2.243793 2.142831 -0.2946 -1.2567 0.3973
C 2.798302 -1.072063 1.631581 -0.3732 -0.9066 0.8260
C 3.345512 -1.350573 0.221811 -0.8171 2.5355 0.3015
O 2.266712 -1.343103 -0.716329 0.3926 -0.8193 -0.0076
C 2.610382 -1.493183 -2.082069 -0.2229 -0.1357 -1.1820
N 1.931512 0.145667 1.767611 1.9490 -0.7440 -1.4073
H 1.325442 -2.553563 1.385961 -0.2975 -0.1752 0.4057
H 1.610062 -2.099253 3.131321 -0.5315 0.3733 -0.2344
H 2.733462 -3.061843 2.358111 0.1338 -0.2390 -0.4866
H 3.669632 -1.015673 2.284041 0.3832 0.5136 -0.0964
H 4.018952 -2.206593 0.179541 -0.2742 -0.1158 -0.0745
H 3.867892 -0.405073 0.076021 0.9160 -0.1261 -0.7750
H 2.954462 -2.489693 -2.358959 0.3844 -0.1865 0.5552
H 3.296912 -0.748313 -2.484479 0.4543 0.1558 0.5993
H 1.735462 -1.368613 -2.720109 -0.5108 0.1103 0.6432
H 2.605532 0.889287 1.654271 -0.2916 0.8250 0.1394
H 1.599032 0.187977 2.720381 -0.3916 0.0616 -0.0245
C -3.964808 -2.005483 0.521501 -0.7908 -0.3314 1.1572
C -4.349228 -1.420423 1.936181 1.6124 -0.5702 0.0961
C -3.140798 -0.516703 2.203791 -0.6648 0.7267 -0.1526
S -1.720868 -1.527893 1.758371 0.9510 0.1235 1.3630
O -1.353768 -2.417303 2.937201 0.0067 2.6576 -2.7909
O -0.848668 -0.552403 0.996871 -1.9897 -3.2490 3.0674
C -2.562228 -2.617203 0.622081 0.3158 0.0048 -0.3936
H -3.908368 -1.180833 -0.189039 -0.4276 -0.1967 -0.2048
H -4.683068 -2.789373 0.281251 0.0120 0.2562 -0.5801
H -4.279508 -2.194593 2.700321 -0.1466 -0.4689 -0.1271
H -5.328188 -0.974463 2.111851 0.1656 0.3094 -0.7028
H -3.057248 -0.043363 3.182091 0.2242 -0.5450 0.1659
H -3.140478 0.310137 1.493551 0.1986 -0.0072 -0.1744
H -2.479778 -3.635873 1.001061 -0.3905 0.2054 0.4489
H -1.999478 -2.635723 -0.311229 -0.1004 0.4818 -0.1663



48
Properties=species:S:1:pos:R:3:forces:R:3 method="wB97M-V/def2-TZVPD" gap_ev=10.1 de_lowest_kj_mol=58.7 lumo_ev=0.656
C -4.852039 -2.825983 -0.042394 0.2429 -0.0290 0.0040
C -3.446735 -2.343591 -0.383081 -0.1364 0.1419 -0.1251
C -3.389463 -0.860144 -0.746650 0.1164 0.1069 0.3127
C -3.628436 0.045087 0.466179 -0.0345 -0.2592 -0.1109
O -3.489059 1.420848 0.191575 -0.0906 0.2907 -0.0072
C -2.170728 1.817122 -0.125872 0.0981 0.1656 -0.0212
C -1.944052 3.260218 0.323023 0.1065 -0.3517 -0.1904
H -2.109010 3.324391 1.401194 -0.0481 0.0305 0.0423
H -2.674436 3.903422 -0.166912 -0.0600 0.0863 0.0206
C -0.529144 3.733428 -0.026326 -0.3185 0.1047 -0.0855
N 0.487386 2.875927 0.546087 0.0361 0.0760 0.2414
C 0.935921 1.803052 -0.173731 0.3700 0.1836 0.3618
O 0.848098 1.727046 -1.382119 -0.2279 -0.0936 -0.4166
N 1.590122 0.846081 0.574391 0.1707 -0.2810 0.0684
H 1.422687 0.843280 1.570829 -0.0883 0.0305 -0.0951
C 1.734734 -0.469041 -0.005841 0.0288 -0.0461 -0.0794
C 0.529458 -1.318941 0.366009 -0.2184 0.3004 0.1507
O -0.283115 -1.006618 1.199086 -0.0760 -0.0495 0.1133
O 0.459077 -2.451886 -0.328621 0.1621 -0.4907 -0.4470
H -0.334294 -2.957554 -0.085813 0.0740 0.2738 0.1513
C 3.029803 -1.155738 0.442765 0.0025 0.3746 -0.1090
H 3.089112 -2.127809 -0.049378 0.0326 -0.0812 0.0516
C 4.280932 -0.331994 0.118009 0.0639 -0.2455 -0.0018
C 4.445852 -0.126835 -1.385152 -0.0867 0.1294 0.2875
H 4.444625 -1.083353 -1.903775 0.0085 -0.1409 -0.1079
H 3.646694 0.490924 -1.784722 -0.0917 0.0708 -0.1533
H 5.389374 0.372892 -1.591238 0.0909 0.0500 -0.0783
C 5.509547 -1.031302 0.696685 -0.2112 0.2085 -0.0218
H 5.407741 -1.171025 1.770697 0.0353 -0.0546 0.1304
H 5.642485 -2.007227 0.234528 0.0556 -0.1517 -0.0478
H 6.403921 -0.441306 0.512811 0.1352 0.0220 -0.0070
H 4.176699 0.648905 0.592411 0.0046 -0.0580 -0.0103
H 2.982013 -1.322046 1.522468 -0.0020 -0.0982 0.0619
H 1.729516 -0.338606 -1.092980 -0.0048 -0.0657 0.1872
H 0.456232 2.781895 1.550507 0.0472 -0.0756 -0.0738
H -0.372819 4.753669 0.333303 -0.0088 -0.0536 -0.1251
H -0.379944 3.705434 -1.107412 0.0009 0.1284 0.1092
H -1.990136 1.739117 -1.206969 0.0300 -0.0447 0.1083
H -1.462738 1.152615 0.387440 -0.0439 0.0235 -0.0753
H -2.932488 -0.246678 1.268465 -0.0839 0.0061 -0.0348
H -4.653476 -0.061172 0.827745 0.0846 -0.0845 0.0467
H -4.128413 -0.633512 -1.517314 -0.0039 0.0359 -0.0860
H -2.401382 -0.635785 -1.155074 0.0045 0.0408 -0.0583
H -3.071411 -2.924874 -1.229675 0.0692 -0.0306 0.0474
H -2.788249 -2.522748 0.471308 0.1076 -0.0442 -0.0010
H -4.848768 -3.897878 0.144020 -0.0966 -0.0812 0.0457
H -5.532065 -2.623878 -0.866618 -0.1245 0.0125 -0.0706
H -5.229634 -2.327837 0.846140 -0.1220 0.0174 0.0982



77
Properties=species:S:1:pos:R:3:forces:R:3 method="wB97M-V/def2-TZVPD" gap_ev=10.4 de_lowest_kj_mol=591.3 lumo_ev=-0.217
C -3.395936 4.515678 0.858766 0.1731 0.4647 0.3489
C -3.547032 5.777166 -0.050923 1.5913 0.1932 2.7333
O -3.698870 5.304201 -1.325516 0.1365 -1.2954 -2.2328
S -2.759875 3.959784 -1.545504 0.9663 -1.3691 -0.6728
O -1.302002 4.281185 -1.680215 -4.2783 -0.5652 0.8899
O -3.375385 3.092476 -2.565382 1.3227 2.3128 2.8179
O -3.116469 3.366385 0.049437 0.6821 1.3093 -2.6829
H -4.314559 4.325879 1.413927 0.1059 -0.1857 -0.0833
H -2.556732 4.693222 1.531319 -0.1131 -0.2139 0.1836
H -2.659409 6.404604 0.030047 0.5131 -0.2652 -0.2472
H -4.271673 6.455248 0.399845 -1.0163 -0.4359 -1.0122
C 3.337553 -3.722710 -2.464801 2.5957 -2.9399 1.4493
C 3.781005 -3.590542 -0.908733 -1.0910 0.2637 -0.9660
O 4.084278 -4.845640 -0.363324 -0.1011 -3.6300 -1.8167
S 3.716688 -6.128667 -1.400314 0.3861 0.4084 -0.4321
O 2.780062 -6.995978 -0.718443 0.9206 1.5508 -1.1054
O 4.903444 -6.742683 -1.982201 -1.6353 1.3345 1.1089
O 3.035923 -5.186679 -2.606664 -0.5325 -0.5666 1.9704
H 4.278970 -3.816809 -3.006078 -0.0249 1.4865 -0.3611
H 2.581797 -3.093906 -2.935488 -0.0765 -0.2741 0.5884
H 2.937313 -3.324728 -0.271846 0.2155 1.2408 -0.2645
H 4.749274 -3.103652 -0.792530 -0.6865 1.0891 -0.1778
C 2.818232 4.326449 0.629824 -0.3913 1.1446 -1.1665
C 2.745340 5.099644 -0.740539 -3.1404 -1.1969 0.5005
O 4.000287 5.395853 -1.203560 3.7017 -0.0855 1.2184
S 5.153876 4.680060 -0.216131 1.8834 -0.0032 1.7449
O 5.676767 5.608628 0.826606 -1.7327 -1.9411 -3.0329
O 6.141829 3.878723 -0.956964 -2.9046 1.9264 1.3147
O 4.055786 3.688632 0.528915 2.1323 0.0891 -0.4110
H 2.054128 3.575760 0.831596 0.0254 0.0479 -0.5054
H 2.744136 5.070182 1.423214 0.5153 -0.1001 0.3098
H 2.109766 5.970068 -0.577759 0.3534 0.3136 -0.2538
H 2.319492 4.502374 -1.546780 -0.5100 -0.2220 0.3043
C -2.776535 -3.503800 -0.706561 0.2857 -2.3437 -0.1628
C -2.884535 -4.823016 0.116841 -0.4979 0.6226 -1.5059
O -3.080694 -4.312545 1.438617 -0.8573 1.1079 0.5844
S -4.297545 -3.177582 1.302410 -1.7040 0.2457 1.6029
O -4.129864 -2.120957 2.346894 0.1165 -2.9703 -3.3332
O -5.650989 -3.805037 1.208196 3.9865 1.5261 -0.0205
O -3.821534 -2.716977 -0.214583 -1.1036 1.1591 1.8771
H -2.923106 -3.649619 -1.776769 -0.1653 -0.0071 0.2037
H -1.756029 -3.154781 -0.548892 -0.1801 0.7447 0.2236
H -1.994160 -5.407813 -0.114157 0.1758 -0.0031 1.1806
H -3.769279 -5.430027 -0.075144 0.0249 0.0349 -0.5844
C -0.918667 4.349232 6.322884 -0.6444 1.0199 0.9572
C 0.578644 4.309688 6.432663 -0.1999 0.8232 -0.4530
O 0.891835 3.150235 5.727446 0.9029 -2.6196 -1.3319
S -0.126839 2.803110 4.494487 -0.1734 -0.6810 -1.9786
O -0.429101 1.350471 4.306945 1.0358 4.3386 1.3773
O 0.270368 3.534340 3.276582 -0.5390 -1.3721 2.5050
O -1.344868 3.624881 5.177444 0.4948 -0.7770 -0.7817
H -1.150311 5.408622 6.212688 -0.7990 -0.2162 0.0176
H -1.384847 3.889504 7.194344 -0.1529 0.1920 -0.0809
H 0.914199 4.317072 7.469693 0.0644 -0.6882 -0.1165
H 1.045577 5.175514 5.963177 0.0265 -0.0246 -0.2565
C -0.340428 -0.405306 1.115413 -0.3869 1.2624 1.2594
C -0.323275 0.874152 0.258052 0.6841 0.1449 2.2028
O -0.273677 0.423611 -1.012020 0.7900 -2.4235 -3.2626
S 0.715951 -0.897080 -1.123464 -1.1558 0.2984 -0.4180
O 2.022514 -0.404372 -1.390230 0.4032 -0.1664 1.1584
O 0.216349 -1.808338 -2.117196 -0.3564 0.5977 1.4316
O 0.464383 -1.451004 0.485472 -0.3921 2.1025 -2.5282
H -1.381587 -0.663014 1.309520 0.1966 -0.8823 -0.2066
H 0.120360 -0.068531 2.044049 0.0689 -0.8090 0.2116
H 0.585572 1.407031 0.537562 0.1782 0.3914 -0.2455
H -1.168514 1.557593 0.339206 -0.1335 -0.3739 0.3794
C -1.458269 -4.082945 -4.355905 -0.7136 2.3095 0.1519
C -0.305392 -4.498639 -5.126763 -0.0046 -1.4650 -2.7477
O 0.506872 -5.137991 -4.229677 1.8554 -1.0735 2.8393
S -0.213397 -5.488706 -2.737295 1.2430 0.3711 -0.9342
O 0.317974 -4.530305 -1.719938 -1.7880 -3.2252 -2.5966
O -0.245385 -6.950261 -2.611646 0.0858 3.5856 0.3872
O -1.664991 -4.976283 -3.296919 0.4378 -1.6630 1.2733
H -2.324602 -4.061230 -5.017039 -0.2574 0.4501 0.6595
H -1.101297 -3.162619 -3.893645 -1.0574 0.7127 -0.0659
H 0.156124 -3.726745 -5.742622 0.4394 0.6205 0.9232
H -0.575012 -5.179741 -5.933918 -0.2196 -0.7624 0.1455